[1]
63
Properties=species:S:1:pos:R:3 method="wB97M-V/def2-TZVPD" total_charge=+1 e_lumo_ev="-2.789 / -6.111" energy_ev=-149027.64022 s2=8.76 gap_ev="8.46 / 5.15" spin_multiplicity=6
Fe 0.00 0.04 0.08
O -2.59 -3.52 0.12
C -1.75 -2.70 -0.17
O -1.51 -1.55 0.27
C -0.78 -3.11 -1.41
C -0.72 -1.95 -2.42
C -0.10 -2.48 -3.72
C 1.38 -2.65 -3.30
C 1.34 -2.15 -1.85
O 0.33 -1.12 -1.88
C 0.67 -3.23 -1.00
C 0.87 -2.86 0.58
O 0.68 -3.78 1.34
O 1.20 -1.66 0.73
H -1.20 -4.03 -1.79
H -1.63 -1.37 -2.54
H -0.21 -1.74 -4.51
H -0.56 -3.41 -4.05
H 2.05 -2.02 -3.90
H 1.73 -3.67 -3.37
H 2.27 -1.76 -1.45
H 1.07 -4.23 -1.10
N -0.17 2.62 0.21
C -0.93 3.19 -0.82
C -0.77 4.48 -1.26
C -1.62 5.01 -2.25
C -2.64 4.26 -2.77
C -2.80 2.92 -2.36
C -3.81 2.07 -2.87
C -3.91 0.79 -2.41
C -2.96 0.33 -1.48
N -1.99 1.07 -1.01
C -1.92 2.37 -1.40
H 0.51 3.26 0.59
H -0.76 2.25 0.95
H 0.01 5.10 -0.83
H -1.48 6.03 -2.57
H -3.32 4.68 -3.50
H -4.50 2.45 -3.62
H -4.69 0.12 -2.74
H -3.03 -0.69 -1.11
Br 4.51 0.63 -3.79
C 3.98 0.77 -1.99
C 4.92 0.87 -0.98
C 4.47 0.90 0.33
C 3.11 0.83 0.58
N 2.21 0.77 -0.40
C 2.63 0.74 -1.67
H 5.98 0.92 -1.21
H 5.17 0.96 1.16
H 2.72 0.80 1.59
H 1.88 0.68 -2.44
C -0.13 0.56 5.20
C -0.82 -0.42 4.51
C -0.77 -0.42 3.12
N -0.10 0.50 2.43
C 0.57 1.44 3.10
C 0.58 1.51 4.48
H -0.16 0.59 6.28
H -1.38 -1.18 5.03
H -1.30 -1.17 2.55
H 1.11 2.17 2.52
H 1.12 2.31 4.98



[2]
22
Properties=species:S:1:pos:R:3 method="wB97M-V/def2-TZVPD" total_charge=+1 smiles="CC(C)N1CCON[N+]1=O" e_lumo_ev="-4.653 / -4.653" energy_ev=-13931.60190 gap_ev="10.21 / 10.21" relative_energy_ev=6.506
C 2.25 -0.32 -0.71
C 0.76 0.11 -1.06
C 0.65 1.62 -1.22
N -0.05 -0.27 0.08
C -1.16 -1.02 -0.17
C -2.33 -0.55 0.62
O -1.93 -0.67 2.00
N -0.69 -0.06 2.24
N 0.17 0.10 1.32
O 1.13 0.74 1.65
H 2.79 -0.92 -1.53
H 2.73 0.61 -0.48
H 2.16 -0.93 0.22
H 0.42 -0.52 -1.92
H -0.45 1.91 -0.91
H 0.91 2.01 -2.28
H 1.29 2.13 -0.58
H -1.07 -2.11 -0.03
H -1.37 -0.91 -1.19
H -2.58 0.45 0.33
H -3.20 -1.17 0.43
H -0.43 -0.23 3.20



[3]
116
Properties=species:S:1:pos:R:3 method="wB97M-V/def2-TZVPD" total_charge=0 smiles=CCCCCC.CCCCCC.CCCCCC.CCCCCC.CCO.CCO.CCO.CCO e_lumo_ev=0.506 energy_ev=-42655.21460 gap_ev=10.19 relative_energy_ev=0.406
C -2.54 3.12 1.63
C -3.77 2.29 1.10
C -3.48 1.14 0.09
C -4.64 0.45 -0.36
C -4.40 -0.50 -1.52
C -3.78 -1.78 -0.92
H -1.84 3.39 0.90
H -2.04 2.57 2.43
H -2.93 4.04 2.18
H -4.36 3.06 0.55
H -4.55 2.15 1.81
H -2.79 0.53 0.81
H -2.73 1.31 -0.67
H -5.27 1.27 -0.73
H -5.24 0.10 0.63
H -3.70 -0.39 -2.44
H -5.43 -0.79 -2.14
H -2.71 -1.43 -0.54
H -3.42 -2.51 -1.58
H -4.52 -2.15 -0.02
C 0.31 2.02 -5.25
C 0.39 3.52 -4.74
C 0.34 3.57 -3.18
C 0.64 5.04 -2.63
C 0.57 4.92 -1.08
C 0.45 6.26 -0.35
H -0.44 1.58 -4.89
H 1.04 1.52 -4.94
H 0.29 2.08 -6.34
H -0.53 4.06 -5.20
H 1.21 3.92 -5.11
H 1.10 2.87 -2.88
H -0.56 3.25 -2.73
H -0.07 5.85 -3.14
H 1.67 5.23 -3.02
H 1.55 4.24 -0.65
H -0.32 4.62 -0.92
H 0.46 6.06 0.72
H -0.40 6.71 -0.56
H 1.27 6.93 -0.60
C 3.76 -2.27 -1.66
C 2.86 -1.49 -2.70
C 1.58 -2.21 -3.18
C 0.75 -1.42 -4.11
C -0.33 -2.28 -4.80
C -1.45 -2.62 -3.78
H 3.11 -2.52 -0.64
H 4.53 -1.76 -1.39
H 4.19 -3.04 -2.07
H 3.47 -1.34 -3.64
H 2.46 -0.54 -2.37
H 1.06 -2.42 -2.30
H 1.97 -3.30 -3.38
H 1.34 -1.03 -4.76
H 0.62 -0.61 -3.74
H 0.25 -3.21 -5.31
H -0.61 -1.63 -5.55
H -1.94 -3.37 -4.12
H -2.11 -1.84 -3.89
H -1.16 -2.61 -2.72
C 1.10 1.19 5.08
C 0.26 0.80 3.98
C -0.88 -0.29 4.49
C -1.74 -0.85 3.49
C -2.77 -1.92 3.93
C -3.77 -2.37 2.91
H 0.65 1.51 6.04
H 1.87 1.89 4.97
H 1.71 0.32 5.52
H 0.89 0.19 3.28
H -0.20 1.66 3.46
H -1.56 0.38 5.21
H -0.24 -1.06 4.92
H -1.24 -1.35 2.61
H -2.33 -0.02 3.14
H -3.28 -1.17 4.90
H -2.40 -2.59 4.55
H -4.38 -1.65 2.27
H -4.59 -2.90 3.54
H -3.40 -3.19 2.12
C 2.34 -4.04 3.65
C 2.29 -2.51 3.45
O 3.44 -1.86 4.19
H 1.61 -4.54 3.13
H 2.43 -4.50 4.64
H 3.17 -4.64 3.21
H 1.42 -2.12 3.81
H 2.56 -2.03 2.48
H 3.35 -0.93 4.25
C -0.87 -4.51 1.73
C -0.69 -4.01 0.36
O 0.55 -3.40 0.28
H -1.97 -4.87 1.69
H -0.70 -3.65 2.61
H -0.03 -5.22 2.12
H -1.40 -3.30 0.05
H -0.88 -4.87 -0.40
H 0.99 -4.23 0.11
C 0.61 1.36 -0.35
C 0.37 -0.10 -0.25
O 1.47 -0.74 0.45
H -0.31 1.74 -0.66
H 1.42 1.58 -1.12
H 1.22 1.63 0.63
H 0.19 -0.68 -1.06
H -0.62 -0.47 0.12
H 1.27 -1.67 0.17
C 5.67 2.27 0.39
C 4.52 1.38 0.02
O 3.69 1.30 1.16
H 6.25 1.89 1.18
H 5.76 3.44 0.68
H 6.19 2.32 -0.56
H 4.73 0.31 -0.33
H 4.06 1.80 -0.79
H 3.02 0.65 0.91



[4]
21
Properties=species:S:1:pos:R:3 method="wB97M-V/def2-TZVPD" total_charge=0 e_lumo_ev="-0.886 / -3.497" energy_ev=-26882.38609 gap_ev="8.42 / 3.54" relative_energy_ev=0.761
C -1.85 1.07 3.28
C -2.67 0.25 2.51
C -0.61 1.46 2.78
C -2.26 -0.17 1.26
C -0.19 1.03 1.53
C -1.00 0.21 0.76
C 1.76 -0.69 -2.15
C 1.09 -0.21 -1.09
C 1.19 -1.50 -3.25
P -0.65 -0.45 -0.88
I 5.44 0.30 -3.91
H -2.17 1.40 4.25
H -3.63 -0.06 2.89
H 0.02 2.11 3.36
H -2.90 -0.79 0.66
H 0.77 1.36 1.17
H 2.82 -0.49 -2.23
H 1.64 0.33 -0.33
H 1.34 -0.99 -4.20
H 1.72 -2.45 -3.31
H 0.13 -1.69 -3.10



[5]
45
Properties=species:S:1:pos:R:3 method="wB97M-V/def2-TZVPD" total_charge=-1 e_lumo_ev=2.456 energy_ev=-113137.73438 gap_ev=6.46 relative_energy_ev=0.000
Tl -0.24 1.99 -1.99
O 3.63 4.33 -1.13
Cl 2.68 4.06 -2.18
O 3.21 4.37 -3.48
O 1.43 4.81 -1.90
O 2.28 2.68 -2.13
C 2.15 -1.42 -0.02
N 1.00 -2.19 -0.44
C 0.59 -3.28 0.28
C -0.34 -3.88 -0.47
N -0.43 -3.22 -1.63
C -1.29 -3.49 -2.80
C 0.39 -2.17 -1.64
Se 0.81 -1.10 -3.07
H 2.78 -2.06 0.73
H 1.73 -0.58 0.55
H 2.81 -1.05 -0.81
H 1.02 -3.40 1.24
H -1.02 -4.64 -0.12
H -1.73 -2.54 -3.03
H -1.99 -4.29 -2.52
H -0.71 -3.97 -3.56
C 1.31 3.63 2.81
C 0.04 3.10 2.93
C -0.47 2.15 2.08
C 0.32 1.63 1.09
C 1.63 2.08 0.88
C 2.12 3.15 1.74
N -0.27 0.80 0.13
C -1.29 -0.04 0.34
C -2.14 -0.46 -0.71
C -3.28 -1.26 -0.36
C -3.60 -1.61 0.94
C -2.71 -1.23 1.93
C -1.59 -0.46 1.66
H 1.70 4.39 3.46
H -0.53 3.59 3.70
H -1.45 1.79 2.11
H 2.32 1.80 0.06
H 3.14 3.50 1.49
H -1.92 -0.10 -1.69
H -3.90 -1.55 -1.15
H -4.42 -2.20 1.22
H -2.89 -1.50 2.96
H -0.91 -0.15 2.49



[6]
171
Properties=species:S:1:pos:R:3 method="wB97M-V/def2-TZVPD" total_charge=0 e_lumo_ev="0.373 / -1.232" energy_ev=-78974.27170 s2=0.78 gap_ev="7.20 / 4.55" spin_multiplicity=2
Be -5.02 -1.01 0.90
C 0.40 -1.04 -0.76
C -0.17 -0.14 0.31
C 0.76 1.12 0.59
C 0.84 2.32 -0.37
C -0.61 2.77 -0.72
C -1.59 1.59 -1.06
N -1.48 0.41 -0.15
O -2.57 -0.62 -0.28
C -1.34 1.12 -2.53
C -2.98 2.27 -0.99
C -0.27 -0.95 1.59
H -0.18 -1.86 -1.19
H 1.30 -1.50 -0.36
H 0.65 -0.40 -1.60
H 1.80 0.82 0.70
H 0.43 1.64 1.49
H 1.26 2.14 -1.36
H 1.46 3.13 0.03
H -0.44 3.31 -1.65
H -1.04 3.41 0.05
H -0.35 1.02 -2.97
H -1.96 1.64 -3.25
H -1.68 0.10 -2.67
H -3.82 1.58 -1.10
H -3.02 3.04 -1.76
H -3.19 2.84 -0.09
H -0.80 -0.47 2.41
H 0.72 -1.29 1.92
H -0.94 -1.82 1.53
C -1.11 -3.96 -3.72
C -1.85 -2.71 -3.55
O -2.40 -2.67 -2.25
H -1.02 -4.31 -4.75
H -1.63 -4.77 -3.21
H -0.15 -3.77 -3.25
H -2.70 -2.67 -4.24
H -1.23 -1.82 -3.68
H -2.00 -2.00 -1.70
C 4.85 3.09 1.23
C 3.73 2.68 2.18
O 4.10 3.19 3.45
H 4.71 4.16 1.08
H 4.76 2.45 0.36
H 5.88 2.91 1.57
H 3.66 1.59 2.14
H 2.81 3.11 1.80
H 3.67 2.80 4.21
C 0.74 -0.75 -5.64
C 0.62 -0.27 -7.09
O -0.55 -0.90 -7.47
H 1.55 -0.24 -5.12
H 0.95 -1.82 -5.58
H -0.14 -0.43 -5.08
H 1.54 -0.57 -7.60
H 0.52 0.81 -7.24
H -0.88 -0.46 -8.26
C -4.62 0.69 -4.03
C -4.97 -0.63 -4.88
O -5.91 -1.49 -4.30
H -5.49 1.28 -3.78
H -4.05 1.36 -4.67
H -4.18 0.41 -3.08
H -4.08 -1.16 -5.21
H -5.43 -0.36 -5.83
H -5.78 -2.27 -4.83
C 3.86 4.53 -2.00
C 5.18 4.27 -2.69
O 5.29 2.98 -3.06
H 3.72 3.98 -1.07
H 3.03 4.23 -2.64
H 3.68 5.59 -1.84
H 6.02 4.53 -2.05
H 5.26 4.89 -3.58
H 5.92 3.11 -3.77
C 3.80 -0.83 -2.92
C 3.93 0.17 -1.76
O 5.23 0.69 -1.70
H 4.50 -1.66 -2.85
H 3.73 -0.40 -3.92
H 2.78 -1.21 -2.91
H 3.77 -0.15 -0.73
H 3.20 0.97 -1.88
H 5.25 1.49 -2.24
C -2.68 -4.78 5.20
C -1.87 -3.67 4.55
O -2.48 -2.42 4.93
H -2.34 -5.78 4.94
H -3.75 -4.85 5.00
H -2.58 -4.60 6.27
H -1.75 -3.79 3.48
H -0.85 -3.78 4.94
H -2.85 -2.46 5.81
O -3.70 0.95 2.07
H -3.65 1.84 2.41
H -3.02 0.91 1.39
O -3.63 -2.49 2.35
H -3.35 -3.31 1.95
H -3.27 -2.52 3.23
C 3.77 -4.65 5.26
C 3.61 -3.18 5.04
C 2.21 -2.61 4.71
O 4.06 -2.64 6.19
H 4.75 -4.91 5.67
H 3.70 -5.28 4.37
H 2.97 -5.01 5.90
H 4.36 -2.73 4.39
H 1.90 -2.81 3.68
H 2.23 -1.53 4.82
H 1.44 -2.83 5.46
H 5.00 -2.76 6.08
C 0.57 0.88 5.10
C 1.20 2.28 5.31
C 0.70 2.90 6.58
O 2.59 2.05 5.42
H 0.75 0.29 6.00
H 1.00 0.41 4.22
H -0.51 0.91 4.95
H 0.98 2.94 4.47
H 1.04 2.40 7.49
H -0.37 3.04 6.47
H 1.07 3.93 6.63
H 2.68 1.45 6.16
C -1.03 -4.78 0.33
C -2.57 -4.92 0.44
C -3.19 -5.65 -0.78
O -2.96 -5.45 1.70
H -0.83 -4.04 -0.45
H -0.41 -5.67 0.25
H -0.61 -4.31 1.22
H -2.84 -3.86 0.43
H -4.21 -5.98 -0.55
H -2.71 -6.60 -0.99
H -3.31 -5.09 -1.71
H -2.75 -6.38 1.73
C -1.89 4.70 2.92
C -2.47 4.24 4.24
C -3.01 5.31 5.18
O -3.62 3.47 3.81
H -0.92 5.19 2.99
H -2.64 5.21 2.31
H -1.73 3.86 2.24
H -1.82 3.54 4.77
H -3.24 5.07 6.21
H -3.92 5.79 4.82
H -2.22 6.06 5.25
H -4.36 3.58 4.42
C -3.07 4.82 -8.10
C -3.42 4.22 -6.74
C -2.23 3.50 -6.01
O -3.90 5.26 -5.91
H -2.25 5.53 -7.97
H -3.87 5.40 -8.56
H -2.82 4.05 -8.83
H -4.21 3.48 -6.82
H -1.45 4.23 -5.78
H -1.84 2.76 -6.71
H -2.53 2.97 -5.11
H -3.12 5.78 -5.72
C 2.55 -3.94 1.10
C 3.90 -3.55 0.56
C 4.48 -2.28 1.17
O 4.82 -4.56 0.77
H 1.98 -4.68 0.54
H 1.80 -3.18 1.31
H 2.76 -4.46 2.04
H 3.80 -3.36 -0.51
H 4.89 -2.44 2.16
H 3.78 -1.45 1.30
H 5.29 -1.79 0.63
H 5.70 -4.26 0.51